# 1
Density functional theory data (ωB97M-V with the def2-TZVPD basis set) for 2 unconnected molecules or ions with the total composition C6H12N2 at a distorted geometry.

The HOMO-LUMO gap comes out at 9.4 eV. Its LUMO energy is 0.886 eV. As for the SMILES: Cc1c[nH]cn1.CC.

ORCA input file:
```
! wB97M-V def2-TZVPD RIJCOSX def2/J DEFGRID3
* xyz 0 1
C -0.534 1.302 -1.839
C 0.347 1.422 -0.655
C 1.386 0.711 -0.139
N 1.769 1.292 1.034
C 0.926 2.417 1.185
N 0.108 2.474 0.191
H -1.567 1.368 -1.464
H -0.401 0.398 -2.426
H -0.623 2.156 -2.519
H 1.944 -0.150 -0.473
H 2.584 1.024 1.552
H 1.143 2.952 2.092
C -0.355 -2.312 0.947
C -1.407 -2.060 -0.180
H -0.677 -2.811 1.854
H 0.480 -2.885 0.544
H -0.061 -1.326 1.322
H -2.150 -2.851 -0.066
H -0.926 -1.919 -1.134
H -1.984 -1.203 0.174
*
```

Here are the Löwdin charges for atoms 1 to 6, given in e: -0.059, -0.360, -0.106, 0.041, -0.174, 0.083

---

# 2
Density functional theory data (ωB97M-V with the def2-TZVPD basis set) for a gas-phase ion, C6H12N2 (charge +1) at a distorted geometry.

The HOMO-LUMO gap (alpha / beta) comes out at 7.8 / 5.3 eV. Its LUMO energy (alpha / beta) is -5.218 / -7.578 eV.

ORCA input file:
```
! wB97M-V def2-TZVPD RIJCOSX def2/J DEFGRID3
* xyz 1 2
C 0.112 1.994 -1.191
C -0.669 0.798 -0.621
C -0.306 0.512 0.922
C 0.564 -0.662 0.933
C 1.944 -0.536 0.680
C 0.238 -2.977 0.662
N 0.017 -1.838 1.166
N -2.068 0.772 -0.925
H 1.164 1.715 -1.137
H -0.065 2.041 -2.258
H -0.083 2.893 -0.617
H -0.243 -0.006 -1.223
H 0.238 1.372 1.296
H -1.252 0.297 1.393
H 2.499 -1.474 0.667
H 2.494 0.387 0.646
H -0.025 -3.876 1.221
H 0.567 -3.164 -0.364
H -2.533 1.668 -0.850
H -2.592 0.084 -0.402
*
```

Here are the Löwdin charges for atoms 1 to 6, given in e: -0.036, -0.429, -0.060, -0.304, 0.258, 0.133

---

# 3
Density functional theory data (ωB97M-V with the def2-TZVPD basis set) for 2 unconnected molecules or ions with the total composition C6H12N2O at a distorted geometry.

The HOMO-LUMO gap (alpha / beta) comes out at 8.1 / 8.1 eV. Its LUMO energy (alpha / beta) is 0.104 / 0.101 eV.

ORCA input file:
```
! wB97M-V def2-TZVPD RIJCOSX def2/J DEFGRID3
* xyz 0 1
C 0.372 -1.399 -1.125
C -1.108 1.052 -0.643
C 1.890 -1.064 1.059
C -0.741 2.432 -0.160
C 0.783 0.043 -1.070
C 0.699 -0.687 0.213
N -1.370 -1.092 1.176
N -0.442 -0.168 0.900
O 1.509 0.824 -1.664
H -2.184 -0.740 1.660
H -1.261 -2.063 0.894
H -0.651 -1.696 -1.331
H 1.122 -2.080 -1.513
H -2.108 0.736 -0.346
H -1.146 0.992 -1.732
H 1.687 -1.950 1.665
H 2.745 -1.271 0.416
H 2.148 -0.239 1.724
H -0.812 2.506 0.925
H 0.279 2.681 -0.454
H -1.410 3.182 -0.595
*
```

Here are the Löwdin charges for atoms 1 to 6, given in e: 0.021, -0.128, -0.007, -0.132, -0.437, -0.469

---

Relative energy (zero: lowest compared OMol25 entry of this formula, charge and spin) values, unit eV, following the record order: 0.676; 1.883; 5.962.